33
Properties=species:S:1:pos:R:3:nbo_charge:R:1 method="wB97M-V/def2-TZVPD" multiplicity=1 e_homo_ha=-0.449 largest_force_ha_per_bohr=0.010 total_charge=+1 orbital_gap_ev=9.20 total_energy_ev=-22928.8870 lumo_ha=-0.111
Li -0.2438 -0.1180 0.0121 0.8688
C -0.9230 -4.0016 -2.1215 -0.2563
O 0.3462 -3.3094 -2.1480 -0.4844
C 0.3986 -2.1789 -1.4759 0.8960
O -0.5357 -1.6903 -0.8471 -0.7285
N 1.6255 -1.6094 -1.5622 -0.4738
N 1.8384 -0.3980 -0.8971 -0.6643
H -0.7720 -4.8921 -2.7187 0.2139
H -1.6985 -3.3758 -2.5532 0.2018
H -1.1846 -4.2628 -1.1004 0.2018
H 2.3515 -2.0611 -2.0949 0.4064
H 2.1070 0.3174 -1.5626 0.3767
H 2.5832 -0.5045 -0.2182 0.3768
C -0.0352 0.0302 4.2933 -0.2386
C -0.6532 1.2471 4.5206 -0.1339
C -1.0621 2.0126 3.4417 -0.2181
C -0.8405 1.5412 2.1574 0.1750
N -0.2342 0.3644 1.9359 -0.5128
C 0.1517 -0.3682 2.9819 0.0585
C -1.2734 2.2902 0.9349 0.1632
C -1.9266 3.5109 0.9971 -0.2163
C -2.3139 4.1288 -0.1798 -0.1339
C -2.0431 3.5141 -1.3895 -0.2423
C -1.3863 2.2969 -1.3666 0.0703
N -1.0045 1.6962 -0.2384 -0.5152
H 0.2947 -0.5973 5.1086 0.2393
H -0.8190 1.5996 5.5304 0.2359
H -1.5514 2.9600 3.6117 0.2272
H 0.6304 -1.3142 2.7552 0.2029
H -2.1405 3.9817 1.9450 0.2272
H -2.8248 5.0825 -0.1498 0.2359
H -2.3319 3.9630 -2.3288 0.2393
H -1.1538 1.7777 -2.2895 0.2015